The molecule C5H8N2S at a distorted geometry. Source: the OMol25 dataset; level of theory: wB97M-V/def2-TZVPD.

ΔE to the lowest compared entry with this formula, charge and spin = 484.8 kJ/mol
SMILES = [H]/N=C1/N[C@@H]2C[C@H]2CS1
2S+1 = 1
orbital gap = 9.16 eV
HOMO energy = -8.41 eV

Structure (XYZ):
```
16
Properties=species:S:1:pos:R:3:forces:R:3:lowdin_charge:R:1
H 0.735109 -1.340991 3.115505 -0.29 1.11 0.66 -0.02
H -1.728835 -0.240290 -0.214799 -1.28 0.54 1.57 0.11
H -0.485304 -2.583473 -0.931217 0.38 3.37 -1.06 0.11
H 0.856766 -1.204765 -1.542244 -1.64 -1.02 0.71 0.09
C -0.794682 1.246146 -1.559845 7.00 -3.72 -0.59 0.04
N 0.453371 1.008706 0.869734 -0.17 1.47 6.61 0.00
S 0.488952 -1.621428 0.915141 -0.16 -1.68 -1.80 0.93
C -0.857073 -0.092846 -0.753224 2.95 -0.87 -4.09 -0.29
C -0.084752 -1.411589 -0.918462 0.77 -2.33 0.85 -0.35
H 1.189492 0.546440 -0.973082 -0.18 0.24 -0.02 0.13
H -1.520537 1.842525 -1.314995 -3.98 3.48 1.01 0.02
H -0.050328 1.503359 -2.417847 -2.41 -0.82 0.96 0.14
C 0.280206 0.852923 -0.452662 -2.20 -0.49 -2.11 -0.37
N 0.636713 -0.296709 3.085261 -0.84 0.91 -4.63 -0.01
C 0.410307 -0.124148 1.735778 1.89 0.53 2.42 -0.70
H 0.470596 1.916139 1.356958 0.14 -0.71 -0.50 0.16
```
Forces are in eV/Å.

***

An isolated ion of composition C4H8NO and charge +1 at a distorted geometry. Source: the OMol25 dataset; level of theory: wB97M-V/def2-TZVPD.

ΔE to the lowest compared entry with this formula, charge and spin = 2.0 kJ/mol
2S+1 = 3
total charge = +1
orbital gap (alpha / beta) = 7.44 / 10.88 eV
HOMO energy (alpha / beta) = -11.92 / -17.12 eV

Structure (XYZ):
```
14
Properties=species:S:1:pos:R:3:forces:R:3:lowdin_spin:R:1
H 0.846587 1.622698 0.350634 -1.03 -1.18 -0.58 0.00
H -2.163637 1.000464 0.031228 -1.65 -0.11 -0.12 0.03
C 0.013476 1.041266 -0.171246 0.48 2.48 -3.11 0.11
N 0.486819 -0.417247 -0.465581 -0.76 2.70 2.61 0.11
C 0.648911 -0.926819 0.715073 0.22 -0.95 2.07 0.40
H 0.362713 -0.421033 1.679292 0.20 -0.28 -1.58 0.01
H 1.169251 -1.826482 0.813468 0.48 -1.59 0.02 0.02
C 0.678489 -0.906708 -1.664532 -0.51 -0.72 0.42 0.47
H 0.500669 -1.935438 -1.828589 0.52 -1.03 -0.08 0.02
O -1.091198 1.333107 1.849382 0.11 -0.05 0.80 0.23
C -1.277140 1.156487 0.556609 3.02 -0.18 -1.66 0.55
H 0.758737 -0.231901 -2.444424 0.03 1.16 -1.45 0.03
H -0.047039 1.471959 -1.248605 -0.17 -0.43 1.83 0.01
H -1.926664 1.408253 2.285350 -0.94 0.18 0.82 0.00
```
Forces are in eV/Å.

***

The molecule C4H7NO at a distorted geometry. Source: the OMol25 dataset; level of theory: wB97M-V/def2-TZVPD.

ΔE to the lowest compared entry with this formula, charge and spin = 357.0 kJ/mol
SMILES = O[C@H]1CN2C[C@@H]12
2S+1 = 1
orbital gap = 10.26 eV
HOMO energy = -9.48 eV

Structure (XYZ):
```
13
Properties=species:S:1:pos:R:3:forces:R:3:lowdin_charge:R:1
N -0.552186 -1.193707 0.275089 0.25 -0.07 -0.44 0.01
C -1.287308 -0.475329 -0.725732 -0.40 0.32 -0.17 -0.19
H 0.604414 -0.409789 -1.886715 0.06 -1.02 0.53 0.13
H -1.654112 -1.185511 -1.467941 -0.12 0.38 -0.08 0.12
H -2.000711 0.293207 -0.446416 -0.04 0.06 0.15 0.10
C 0.160802 -0.268240 -0.893403 0.17 -0.21 -0.03 -0.12
H 1.166267 2.055816 -0.487434 -0.04 0.04 0.16 0.09
H 0.188671 -0.548302 2.210406 0.02 0.05 -0.33 0.11
H 1.752367 -0.480037 0.461130 0.10 0.14 -0.29 0.15
C 0.983249 0.262127 0.231867 -0.17 -0.24 0.37 -0.38
C -0.139039 -0.145055 1.247846 0.44 0.35 0.01 -0.12
H -0.904163 0.628883 1.408322 0.10 -0.24 -0.07 0.11
O 1.681749 1.465937 0.072981 -0.36 0.45 0.20 -0.01
```
Forces are in eV/Å.

***

The molecule C3H2N4O at a distorted geometry. Source: the OMol25 dataset; level of theory: wB97M-V/def2-TZVPD.

ΔE to the lowest compared entry with this formula, charge and spin = 170.0 kJ/mol
SMILES = c1nn2nncc2o1
2S+1 = 1
orbital gap = 10.09 eV
HOMO energy = -9.53 eV

Structure (XYZ):
```
10
Properties=species:S:1:pos:R:3:forces:R:3:lowdin_charge:R:1
H 0.230490 0.203253 2.927419 -0.10 0.45 1.56 0.12
N -0.391136 0.276976 -2.202341 1.38 -3.00 3.24 0.01
N -0.459651 1.265617 1.159616 1.08 -2.23 1.92 0.17
O 0.616370 -0.718367 1.232654 0.21 -2.17 -2.54 0.10
C 0.211145 -0.845653 -1.510185 -0.02 -0.44 0.61 -0.04
C 0.295189 -0.495455 -0.110874 -1.00 1.46 -2.08 -0.17
N -0.684933 1.140396 -1.294876 -0.80 2.34 -0.03 -0.01
N -0.297532 0.748307 -0.095377 0.75 -1.85 -0.70 -0.15
H 0.387819 -1.853283 -2.005202 0.00 1.88 0.73 0.11
C 0.092239 0.278210 1.899166 -1.50 3.56 -2.70 -0.14
```
Forces are in eV/Å.

***

A 2-piece molecular cluster, C22H28N2O5 overall at a distorted geometry. Source: the OMol25 dataset; level of theory: wB97M-V/def2-TZVPD.

ΔE to the lowest compared entry with this formula, charge and spin = 22.8 kJ/mol
SMILES = CC[C@H](C)[C@H](NC(C)=O)C(=O)NC.O=C(O)c1cccc(-c2cccc(O)c2)c1
2S+1 = 1
orbital gap = 8.99 eV
HOMO energy = -8.73 eV

Structure (XYZ):
```
57
Properties=species:S:1:pos:R:3:forces:R:3:lowdin_charge:R:1
O 1.481683 -4.523897 2.784945 -0.01 0.32 0.07 0.04
N -0.464226 -3.600514 2.139199 -0.60 1.11 -0.08 0.12
C 0.409446 1.719774 -3.338808 0.35 -0.92 -0.68 -0.18
H 1.390355 -1.337199 -5.546709 0.06 0.02 0.01 0.11
C -0.363942 -2.166718 4.118360 -1.29 0.14 0.30 -0.46
H -1.622494 1.040581 -3.625141 0.11 0.05 -0.01 0.11
H -1.834534 3.659089 0.235217 0.10 0.03 -0.12 0.10
H 1.512880 -2.828065 4.398314 -0.18 -0.02 0.04 0.12
H 0.168995 -0.532843 0.073895 0.11 0.00 0.10 0.11
O 0.408406 7.634301 -1.474898 0.03 -0.64 -0.22 0.11
O 3.427931 0.118335 -4.692760 0.09 0.08 0.02 0.05
C -0.976930 -1.192015 1.807621 0.48 0.15 -0.11 -0.32
H 0.474281 -1.477121 6.706939 -0.01 -0.09 0.06 0.09
C 2.111746 0.360767 -4.426521 -0.54 -0.29 -0.20 -0.31
C -0.153106 -2.237459 2.597605 0.06 0.14 -0.21 -0.19
H -1.550277 -0.820263 -1.614707 -0.15 0.08 -0.06 0.06
C 0.570041 4.145686 -2.765366 -0.06 0.25 0.15 0.06
N 0.692632 -2.477091 4.876691 1.14 -0.10 0.01 0.03
H 0.857133 8.402390 -1.858860 -0.03 0.06 0.05 0.13
H 0.335991 0.479046 2.279376 0.04 0.05 -0.05 0.09
H 0.901218 -2.035653 2.403443 0.13 -0.23 -0.16 0.15
H 0.668158 -6.710417 1.936440 -0.10 0.14 0.00 0.09
H -1.075479 0.345826 3.347793 0.05 0.04 0.00 0.08
C 1.122634 -0.485601 -4.930443 -0.57 0.17 0.18 -0.03
C -1.166213 3.798637 -0.609569 0.28 0.09 -0.41 -0.05
H -0.301531 -2.220516 -0.004644 0.16 -0.09 0.05 0.10
C 0.754818 6.605502 -2.282461 1.05 -0.23 -1.57 -0.47
C -0.641017 -1.229719 0.295340 -0.44 -0.23 0.14 -0.22
H 1.656284 -2.810043 6.714287 -0.09 0.05 -0.20 0.08
H -2.034014 -1.429536 1.943961 -0.09 -0.04 0.06 0.14
H -0.088258 -3.159429 6.696500 0.03 0.08 0.10 0.09
H -1.001450 -6.268294 2.365300 -0.12 -0.10 -0.08 0.08
O -1.462713 -1.886902 4.594102 0.39 0.00 -0.20 0.05
H -1.376885 -3.774734 1.750747 -0.04 0.10 0.08 0.15
C -0.727326 0.240880 2.320312 -0.26 -0.60 0.32 -0.04
C 0.044549 2.871618 -2.502622 -0.08 0.91 0.44 -0.17
C -0.121874 -5.973372 1.796127 0.03 0.13 0.00 0.00
C 0.367430 -4.631388 2.286777 1.11 -0.93 0.24 -0.54
C -0.641848 5.063897 -0.884530 0.03 -0.15 -0.12 -0.01
H -0.369775 -5.901733 0.739102 -0.15 -0.13 -0.08 0.08
H -2.606538 -1.673181 -0.475146 -0.12 0.07 -0.04 0.08
H -1.243016 1.737390 -1.207982 0.03 -0.04 -0.02 0.08
C -0.223068 -0.239693 -4.639834 0.48 0.44 0.31 -0.07
C -1.856653 -0.887392 -0.571057 0.42 -0.16 0.21 -0.10
H -2.297582 0.057062 -0.256433 -0.15 0.06 -0.07 0.06
C -0.832961 2.714880 -1.423686 0.02 0.46 0.13 -0.01
H 2.540177 2.097593 -3.256975 -0.06 -0.03 -0.01 0.13
O 1.478293 6.750879 -3.254407 -0.50 0.50 0.90 0.09
H -1.275654 0.959277 1.712160 0.05 0.03 -0.09 0.07
H 3.511810 -0.660921 -5.263801 -0.12 0.31 0.24 0.11
C 0.226511 5.261100 -1.974282 -0.93 -0.97 1.04 -0.12
H -0.994083 -0.897130 -5.032059 0.13 0.10 0.05 0.10
C -0.575086 0.854574 -3.842035 0.15 -0.20 -0.11 -0.05
H 1.242114 4.272820 -3.610735 -0.12 0.10 0.16 0.13
H -0.918238 5.900332 -0.247239 0.11 -0.09 -0.17 0.12
C 1.753840 1.457880 -3.643355 0.00 0.00 -0.02 0.05
C 0.687413 -2.481274 6.336513 -0.43 0.02 -0.36 -0.05
```
Forces are in eV/Å.

***

C5H8O2S2 as an isolated structure at a distorted geometry. Source: the OMol25 dataset; level of theory: wB97M-V/def2-TZVPD.

ΔE to the lowest compared entry with this formula, charge and spin = 232.7 kJ/mol
2S+1 = 1
orbital gap = 7.66 eV
HOMO energy = -7.51 eV

Structure (XYZ):
```
17
Properties=species:S:1:pos:R:3:forces:R:3:lowdin_charge:R:1
O -0.866990 -1.495351 -0.550150 -0.74 -0.20 -1.11 -0.12
H -0.917578 -1.861561 1.561172 -0.96 0.22 -1.81 0.13
H 1.215015 -2.926235 -0.424744 0.39 1.76 -0.16 0.12
H -2.008437 -0.531500 0.939901 0.46 -1.84 -0.65 0.10
H 0.333853 3.235942 0.385663 -0.66 -0.84 -0.47 0.11
H -2.421846 -2.338719 0.536285 1.20 1.11 -0.04 0.10
S 2.800025 0.688192 0.017838 -2.01 0.12 -0.45 0.31
C -1.579736 -1.575167 0.634130 -1.10 0.72 3.30 -0.12
O -0.235204 1.202394 0.381809 0.22 -0.51 -0.47 -0.17
C 1.418060 -1.799108 -0.434981 -0.26 -2.10 0.26 -0.49
C 0.551189 0.537984 -0.482594 2.02 1.25 -1.50 -0.31
H -0.560188 2.619239 -1.108654 -0.60 0.32 1.84 0.12
C -0.512364 2.563176 0.040382 1.60 0.54 -0.55 -0.06
H -1.357232 2.840756 0.668024 -0.36 0.05 -0.74 0.09
S 3.040254 -1.347757 -0.164552 0.55 -0.24 0.06 0.47
C 0.378068 -0.982102 -0.494972 0.92 1.58 0.25 -0.42
H 0.723103 1.169822 -1.504553 -0.67 -1.93 2.24 0.15
```
Forces are in eV/Å.

***

The molecule C4H11NSi at a distorted geometry. Source: the OMol25 dataset; level of theory: wB97M-V/def2-TZVPD.

ΔE to the lowest compared entry with this formula, charge and spin = 102.1 kJ/mol
SMILES = C/C=N/[SiH](C)C
2S+1 = 1
orbital gap = 10.00 eV
HOMO energy = -8.97 eV

Structure (XYZ):
```
17
Properties=species:S:1:pos:R:3:forces:R:3:lowdin_charge:R:1
H -2.822197 -1.994844 -0.001353 0.55 1.08 0.64 0.09
C 0.508363 1.900162 -0.284540 2.32 -0.21 2.66 -0.23
H -3.543017 -0.666510 1.059076 1.14 -0.27 -1.62 0.11
C 2.316585 -0.479148 -0.629528 -0.49 -2.82 3.48 -0.22
H 3.277521 -0.105601 -0.348453 0.68 0.19 0.24 0.01
Si 0.975199 0.231259 0.449670 -1.17 0.09 -0.67 0.55
H -3.605574 -0.698094 -0.769273 0.88 0.70 0.84 0.08
H 2.281726 -1.614262 -0.442850 0.35 1.51 -0.42 0.06
H 1.554020 0.528616 1.823947 -0.52 -0.47 -0.44 -0.01
N -0.563713 -0.774630 0.380563 2.18 -0.33 0.77 -0.05
H 0.160583 2.468666 0.593226 -0.13 0.37 -0.78 0.04
H 1.484856 2.263872 -0.616589 -0.02 0.46 0.22 0.03
H 2.150511 -0.301283 -1.612124 -0.60 0.50 -3.13 -0.02
H -0.090897 1.905606 -1.117643 -1.75 0.05 -1.72 -0.01
H -1.529000 0.856288 -0.039548 -1.03 1.73 -0.33 0.05
C -2.905289 -0.875963 0.102171 -3.88 -1.79 0.19 -0.11
C -1.642890 -0.172813 0.136534 1.50 -0.79 0.06 -0.37
```
Forces are in eV/Å.

***

The molecule C3H5NO2S at a distorted geometry. Source: the OMol25 dataset; level of theory: wB97M-V/def2-TZVPD.

ΔE to the lowest compared entry with this formula, charge and spin = 528.9 kJ/mol
SMILES = C=NOC(=S)CO
2S+1 = 1
orbital gap = 8.57 eV
HOMO energy = -9.11 eV

Structure (XYZ):
```
12
Properties=species:S:1:pos:R:3:forces:R:3:lowdin_charge:R:1
H -0.891512 1.171144 1.234298 -0.40 0.33 1.62 0.13
S -2.652905 -1.290357 -0.132126 2.49 1.96 -0.01 0.71
H -2.217001 1.666556 0.073741 -0.89 -0.27 0.71 0.13
H 0.563074 1.484427 -0.218388 -3.32 1.43 -1.59 0.15
C 2.156700 -1.316861 -0.181672 -2.49 3.57 3.55 0.02
C -1.308498 1.129498 0.257823 0.82 2.62 -0.65 -0.32
C -1.328462 -0.237201 -0.070250 -0.42 -5.31 -0.86 -0.72
O -0.045485 -0.803981 -0.355758 -1.95 -1.02 -0.77 -0.21
O -0.406442 1.817948 -0.570337 4.50 -0.67 0.80 -0.10
H 1.875069 -2.187834 -0.929942 1.10 1.73 1.81 0.12
H 3.088627 -1.000403 0.686156 -2.42 -1.58 -3.58 0.16
N 1.166835 -0.432935 0.206456 2.98 -2.78 -1.04 -0.07
```
Forces are in eV/Å.